Formula: C48H36CrF5N2O5P2S2Se2
Source: the OMol25 dataset
Level of theory: ωB97M-V/def2-TZVPD

Each line ends with the Mulliken charge.
Atoms and positions in Å:
Cr1 0.168 0.002 0.733  0.965
O1 0.604 -1.504 2.143  -0.674
S1 -0.526 -2.113 2.924  1.623
O2 -0.195 -2.449 4.280  -0.823
O3 -1.748 -1.347 2.762  -0.620
C1 -0.932 -3.587 2.035  -0.105
C2 -0.827 -4.826 2.647  -0.587
C3 -1.366 -5.937 2.017  -0.601
C4 -2.010 -5.795 0.797  -0.820
C5 -2.080 -4.553 0.178  -0.056
C6 -1.533 -3.429 0.782  -0.750
P1 -1.521 -1.778 -0.103  2.908
C7 -1.052 -2.453 -1.764  0.477
C8 -1.587 -2.051 -2.983  -0.164
C9 -1.072 -2.528 -4.183  -0.669
C10 -0.019 -3.427 -4.186  -0.596
C11 0.518 -3.848 -2.978  -0.804
C12 0.015 -3.354 -1.785  -0.727
C13 -3.303 -1.381 -0.153  0.770
C14 -4.136 -1.821 0.875  -0.807
C15 -5.467 -1.429 0.911  -0.928
C16 -5.980 -0.586 -0.066  -0.690
C17 -5.151 -0.125 -1.079  -1.186
C18 -3.819 -0.515 -1.115  0.161
H1 -0.354 -4.893 3.618  0.548
H2 -1.301 -6.910 2.488  0.386
H3 -2.457 -6.657 0.319  0.410
H4 -2.552 -4.462 -0.794  0.481
H5 -2.411 -1.358 -3.027  0.240
H6 -1.497 -2.180 -5.117  0.439
H7 0.390 -3.786 -5.123  0.369
H8 1.344 -4.548 -2.959  0.406
H9 0.472 -3.676 -0.857  0.505
H10 -3.736 -2.440 1.667  0.366
H11 -6.101 -1.779 1.717  0.427
H12 -7.017 -0.276 -0.027  0.384
H13 -5.531 0.549 -1.838  0.484
H14 -3.171 -0.109 -1.872  -0.230
O4 3.148 3.671 5.910  -0.504
C19 3.908 3.256 4.780  -0.735
C20 3.055 2.459 3.840  0.562
C21 3.677 1.686 2.837  -1.556
C22 2.892 1.054 1.910  -0.665
N1 1.551 1.095 1.912  1.208
C23 0.933 1.781 2.931  0.789
C24 1.693 2.498 3.885  -0.904
C25 -0.480 1.754 2.932  0.069
C26 -1.299 2.191 4.006  -1.006
C27 -2.653 2.213 3.875  0.275
C28 -3.559 2.582 5.021  -0.736
O5 -2.994 2.337 6.303  -0.545
C29 -3.223 1.823 2.628  -1.893
C30 -2.401 1.320 1.668  -0.235
N2 -1.061 1.237 1.795  1.233
H15 3.706 4.228 6.458  0.296
H16 4.766 2.648 5.085  0.321
H17 4.297 4.127 4.241  0.280
H18 4.754 1.604 2.768  0.413
H19 3.347 0.468 1.127  0.583
H20 1.194 3.094 4.635  0.476
H21 -0.840 2.476 4.944  0.694
H22 -4.505 2.042 4.905  0.376
H23 -3.789 3.649 5.000  0.277
H24 -2.598 1.459 6.275  0.338
H25 -4.291 1.865 2.454  0.468
H26 -2.812 0.951 0.738  0.221
Se1 3.010 2.684 -1.284  -0.356
P2 3.073 0.644 -1.839  0.682
Se2 2.017 -0.977 -0.736  -0.800
C31 2.514 0.372 -3.563  0.545
C32 2.755 -0.853 -4.185  -0.345
C33 2.275 -1.094 -5.462  -0.595
C34 1.533 -0.120 -6.121  -0.480
C35 1.291 1.098 -5.505  -0.644
C36 1.787 1.348 -4.229  -0.482
C37 4.821 0.067 -1.889  0.533
C38 5.768 0.913 -2.472  -0.587
C39 7.105 0.555 -2.504  -0.699
C40 7.521 -0.649 -1.946  -0.420
C41 6.589 -1.495 -1.369  -0.811
C42 5.243 -1.140 -1.341  -0.105
H27 3.312 -1.623 -3.663  0.340
H28 2.469 -2.047 -5.941  0.406
H29 1.144 -0.314 -7.114  0.383
H30 0.708 1.858 -6.012  0.406
H31 1.611 2.296 -3.734  0.243
H32 5.445 1.862 -2.882  0.389
H33 7.829 1.224 -2.953  0.379
H34 8.570 -0.920 -1.955  0.366
H35 6.904 -2.435 -0.931  0.406
H36 4.519 -1.798 -0.882  0.292
F1 -4.238 5.623 -1.170  -0.344
C43 -3.368 4.606 -1.213  0.671
C44 -2.363 4.504 -0.276  0.250
F2 -2.249 5.443 0.669  -0.362
C45 -1.469 3.448 -0.325  -0.450
F3 -0.499 3.451 0.584  -0.361
C46 -1.556 2.436 -1.283  0.408
S2 -0.463 1.054 -1.373  0.479
C47 -2.547 2.612 -2.239  -0.472
F4 -2.671 1.744 -3.262  -0.443
C48 -3.450 3.659 -2.209  0.321
F5 -4.412 3.754 -3.140  -0.357

Summary:
Charge   -1
2S+1   5
Relative energy (zero: lowest compared OMol25 entry of this formula, charge and spin)   19.0 kcal per mole
Expectation value of S²   6.07
Highest occupied orbital energy (alpha / beta)   -2.63 / -5.09 eV

Formula: C19H14N2O4S2
Source: the OMol25 dataset
Level of theory: ωB97M-V/def2-TZVPD

Each line ends with the natural charge from an NBO analysis.
Atoms and positions in Å:
N1 -1.122 2.814 -0.403  -0.277
O1 0.272 -0.558 -2.522  -0.907
O2 2.025 -1.131 -0.938  -0.932
O3 -0.290 -3.182 3.099  -0.890
O4 -2.666 -2.941 3.446  -0.890
C1 -0.480 1.858 -0.260  0.242
C2 -1.650 1.332 4.070  -0.286
C3 -0.812 1.500 2.914  -0.213
C4 -1.952 0.002 4.141  -0.021
C5 -0.596 0.252 2.370  0.045
C6 0.208 -0.091 1.179  -0.045
C7 0.217 0.621 -0.037  -0.428
C8 3.874 3.467 -2.823  -0.176
C9 -2.243 -2.643 -1.820  -0.154
C10 4.212 2.737 -1.658  -0.209
C11 2.780 3.066 -3.609  -0.208
C12 -1.323 -3.490 -1.182  -0.198
C13 -2.922 -1.667 -1.067  -0.198
C14 3.381 1.672 -1.229  -0.177
C15 1.966 1.986 -3.215  -0.178
C16 -1.115 -3.439 0.205  -0.175
C17 -2.751 -1.635 0.316  -0.188
C18 2.241 1.299 -2.026  -0.316
C19 -1.809 -2.497 0.967  -0.336
N2 -1.310 -0.681 3.097  -0.565
S1 1.171 -0.056 -1.468  2.115
S2 -1.510 -2.430 2.740  2.243
H1 -1.993 2.128 4.754  0.241
H2 -0.444 2.427 2.543  0.238
H3 -2.624 -0.436 4.850  0.243
H4 0.738 -1.035 1.210  0.262
H5 4.526 4.262 -3.136  0.221
H6 -2.297 -2.719 -2.902  0.228
H7 5.141 2.985 -1.159  0.226
H8 2.490 3.610 -4.512  0.226
H9 -0.803 -4.221 -1.782  0.227
H10 -3.552 -0.931 -1.553  0.230
H11 3.664 1.090 -0.352  0.243
H12 1.129 1.689 -3.825  0.245
H13 -0.447 -4.130 0.707  0.251
H14 -3.324 -0.881 0.871  0.236

Summary:
SMILES   N#C/C(=C\c1cccn1S(=O)(=O)c1ccccc1)S(=O)(=O)c1ccccc1
2S+1   1
Highest occupied orbital energy   -9.04 eV

Formula: C2H7NO2
Source: the OMol25 dataset
Level of theory: ωB97M-V/def2-TZVPD

Each line ends with the natural charge from an NBO analysis.
Atoms and positions in Å:
C1 0.066 -0.029 -0.170  0.235
C2 -1.373 0.368 0.176  -0.637
N1 0.367 -1.436 -0.124  -0.858
O1 0.898 0.724 0.645  -0.271
O2 2.227 0.755 -0.056  -0.466
H1 2.406 1.651 -0.384  0.462
H2 0.346 0.325 -1.204  0.160
H3 -0.376 -2.009 -0.500  0.362
H4 0.590 -1.730 0.820  0.367
H5 -1.497 1.443 0.093  0.219
H6 -2.065 -0.133 -0.496  0.214
H7 -1.589 0.070 1.201  0.212

Summary:
SMILES   C[C@H](N)OO
2S+1   1
Relative energy (zero: lowest compared OMol25 entry of this formula, charge and spin)   92.7 kcal per mole
Highest occupied orbital energy   -9.32 eV

Formula: C2H12O3Si3
Source: the OMol25 dataset
Level of theory: ωB97M-V/def2-TZVPD

Each line ends with the natural charge from an NBO analysis.
Atoms and positions in Å:
C1 2.731 -1.590 0.111  -1.127
C2 -3.541 0.799 0.322  -1.132
O1 2.212 1.229 -1.155  -1.081
O2 -1.822 -0.327 -1.950  -1.089
O3 -0.336 0.609 2.287  -1.107
Si1 2.245 0.235 0.146  1.229
Si2 -1.950 0.817 -0.808  1.287
Si3 -0.079 0.538 0.685  0.490
H1 2.036 -2.191 -0.421  0.235
H2 3.607 -1.765 -0.487  0.240
H3 2.826 -1.903 1.172  0.246
H4 -4.141 1.744 0.497  0.253
H5 -4.187 0.056 -0.262  0.251
H6 -3.116 0.607 1.347  0.256
H7 3.028 1.101 -1.698  0.488
H8 -1.268 -1.064 -1.773  0.499
H9 0.280 -0.018 2.857  0.504
H10 3.303 0.919 0.929  -0.213
H11 -1.696 1.992 -1.589  -0.208
H12 -0.131 -1.787 -0.211  -0.019

Summary:
2S+1   3
Expectation value of S²   2.00
Highest occupied orbital energy (alpha / beta)   -5.59 / -8.77 eV

Formula: C2H2GaO
Source: the OMol25 dataset
Level of theory: ωB97M-V/def2-TZVPD

Each line ends with the Mulliken charge.
Atoms and positions in Å:
C1 1.664 0.252 -0.380  -0.407
C2 0.704 0.432 -1.229  -0.340
H1 2.759 0.333 -0.377  0.327
H2 0.593 0.727 -2.282  0.356
O1 -1.591 -0.694 0.725  -0.402
Ga1 -0.101 0.104 0.621  0.467

Summary:
2S+1   2
Relative energy (zero: lowest compared OMol25 entry of this formula, charge and spin)   0.0 kcal per mole
Expectation value of S²   0.77
Highest occupied orbital energy (alpha / beta)   -8.95 / -9.26 eV